# C16H15Cl2N3O3

One molecule with the formula C16H15Cl2N3O3 in a non-equilibrium geometry (ωB97M-V/def2-TZVPD, OMol25).

Properties
Relative energy (zero: lowest compared OMol25 entry of this formula, charge and spin), kcal per mole: 0.0
Orbital gap, eV: 8.74
Highest occupied orbital energy, eV: -8.3
Max |F|, hartree/bohr: 0.034
SMILES string: N/C(=N\OC(=O)CCCOc1ccc(Cl)cc1Cl)c1ccccn1

Each line ends with the Mulliken charge.
Atoms and positions in Å:
N  -1.4502  1.2075  1.3000  -0.215
C  -0.3019  1.4114  0.6204  -0.386
N  -0.1255  1.3484  -0.6454  -0.471
O  -1.2976  1.0117  -1.3786  -0.136
C  -1.0920  0.8203  -2.6960  0.627
O  -0.0706  1.0138  -3.2827  -0.546
C  -2.3868  0.3146  -3.3132  -0.704
C  -2.3632  -1.2163  -3.4119  -0.788
C  -2.0553  -1.8632  -2.0620  -0.612
O  -0.6559  -1.7839  -1.8740  -0.363
C  -0.1246  -1.7588  -0.6327  0.119
C  -0.8151  -1.9756  0.5537  -0.541
C  -0.1730  -1.8850  1.7787  -0.922
C  1.1761  -1.5938  1.8243  0.392
Cl  1.9802  -1.4585  3.3450  -0.203
C  1.9003  -1.4036  0.6569  -0.686
C  1.2514  -1.4827  -0.5586  0.866
Cl  2.1195  -1.2225  -2.0136  -0.195
C  0.8902  1.6779  1.4454  1.172
C  2.1591  1.7824  0.8821  -0.378
C  3.2334  1.9923  1.7283  -0.604
C  3.0048  2.0905  3.0932  -0.290
C  1.7001  1.9822  3.5503  -0.478
N  0.6671  1.7834  2.7532  -0.487
H  -2.3247  1.1659  0.8090  0.197
H  -1.4210  1.3895  2.2898  0.286
H  -2.4803  0.7424  -4.3109  0.370
H  -3.2259  0.6371  -2.6952  0.270
H  -3.3288  -1.5698  -3.7756  0.426
H  -1.5877  -1.5214  -4.1152  0.326
H  -2.5880  -1.3310  -1.2657  0.313
H  -2.3634  -2.9176  -2.0560  0.440
H  -1.8652  -2.2205  0.5381  0.453
H  -0.7260  -2.0426  2.6906  0.462
H  2.9555  -1.1883  0.6899  0.511
H  2.2673  1.6915  -0.1854  0.526
H  4.2352  2.0734  1.3324  0.434
H  3.8164  2.2449  3.7866  0.419
H  1.4664  2.0542  4.6045  0.394